Here is a molecular structure, C34H73BrCsF3KN2O9P2S at a distorted geometry from the OMol25 dataset. Energies are from ωB97M-V/def2-TZVPD.

Output
* charge: +1
* energy relative to the best compared isomer or geometry (same formula, charge and spin): 471.5 kcal per mole
* total energy: -6699.40054 Ha
* HOMO level: -7.896 eV

Geometry as XYZ:
```
127
C34H73BrCsF3KN2O9P2S ωB97M-V/def2-TZVPD
C -6.909 2.523 2.285
C -5.708 1.375 2.095
O -4.513 2.059 1.576
C -3.416 1.125 1.277
C -3.389 -0.368 1.954
C -4.098 -1.545 1.014
C -3.530 -2.995 1.621
C -2.082 -3.393 0.883
C -2.271 -3.907 -0.668
C -0.840 -3.912 -1.535
C 0.318 -4.864 -0.872
C 1.823 -4.157 -0.822
C 1.715 -2.722 -0.038
C 2.857 -2.466 1.110
O 3.329 -3.675 1.803
C 4.495 -3.189 2.604
C -2.120 1.849 2.046
C -2.300 3.381 2.600
C -3.053 3.511 4.052
C -2.227 2.860 5.317
F -2.913 1.548 5.618
C -0.984 1.519 0.897
C 0.247 0.473 1.295
C 0.555 0.394 2.904
F 1.479 1.048 0.645
C -1.712 1.357 -0.563
C -1.140 1.385 -2.100
C -0.591 2.843 -2.613
O -0.160 3.718 -1.680
N -0.555 3.104 -4.115
C 0.577 4.049 -4.495
C -0.285 1.841 -4.908
N -3.057 1.170 -0.222
P -4.434 0.974 -1.394
S -4.468 2.450 -2.717
H -7.480 2.385 3.324
H -7.664 2.461 1.379
H -6.454 3.623 2.253
H -6.128 0.545 1.385
H -5.482 0.995 3.196
H -2.244 -0.698 2.036
H -3.787 -0.396 3.077
H -5.265 -1.536 1.108
H -3.703 -1.507 -0.100
H -3.419 -2.973 2.790
H -4.304 -3.830 1.280
H -1.559 -4.250 1.512
H -1.466 -2.391 0.865
H -2.990 -3.188 -1.290
H -2.658 -5.026 -0.722
H -1.026 -4.333 -2.635
H -0.548 -2.787 -1.668
H -0.038 -5.260 0.180
H 0.433 -5.839 -1.551
H 2.202 -3.963 -1.938
H 2.572 -4.926 -0.358
H 0.661 -2.654 0.464
H 1.851 -1.874 -0.867
H 3.768 -1.805 0.716
H 2.340 -1.789 1.947
H 4.066 -2.373 3.353
H 5.346 -2.717 1.920
H 4.989 -4.088 3.169
H -2.104 1.229 3.054
H -2.900 4.094 1.853
H -1.222 3.872 2.741
H -4.134 3.047 4.080
H -3.182 4.670 4.291
H -2.175 3.553 6.260
H -1.125 2.556 4.992
H -0.410 2.539 0.775
H 0.002 -0.556 0.791
H 0.357 1.466 3.386
H -0.270 -0.318 3.370
H 1.652 0.087 3.180
H -0.220 0.630 -2.134
H -1.939 0.936 -2.852
H 1.640 3.509 -4.471
H 0.571 5.069 -3.921
H 0.409 4.320 -5.645
H 0.466 1.097 -4.405
H 0.218 2.158 -5.942
H -1.316 1.327 -5.220
H -4.275 -0.244 -2.169
H -5.725 1.001 -0.730
F -1.219 0.845 4.880
K -6.654 1.958 -1.485
Br -0.985 4.242 7.376
Cs -1.271 5.143 9.825
O 4.000 -0.271 -5.694
P 5.393 -0.088 -5.044
O 5.272 1.567 -5.024
C 4.230 2.146 -4.251
C 4.549 2.099 -2.771
O 6.207 -0.279 -6.484
C 5.800 -1.312 -7.370
C 5.027 -0.713 -8.532
O 6.951 0.115 -4.318
C 7.922 1.021 -4.840
C 8.024 2.266 -3.976
H 3.276 1.650 -4.452
H 4.123 3.188 -4.571
H 4.775 1.078 -2.447
H 3.708 2.476 -2.183
H 5.427 2.710 -2.545
H 5.208 -2.070 -6.847
H 6.700 -1.807 -7.746
H 4.217 -0.059 -8.192
H 4.601 -1.497 -9.165
H 5.687 -0.090 -9.147
H 7.731 1.303 -5.878
H 8.881 0.494 -4.815
H 7.190 2.950 -4.173
H 8.946 2.810 -4.191
H 7.993 2.014 -2.909
O -5.263 -6.328 0.447
H -5.320 -5.825 -0.378
H -4.316 -6.333 0.653
C -0.702 -1.431 8.108
C -1.974 -1.203 8.898
O -2.708 -0.126 8.335
H -0.083 -0.528 8.106
H -0.122 -2.256 8.531
H -0.931 -1.661 7.062
H -1.740 -0.952 9.936
H -2.604 -2.098 8.893
H -2.918 -0.363 7.416
```

Here is 6 unconnected molecules or ions with the total composition C34H73BrN2O5P at a distorted geometry from the OMol25 dataset. Energies are from ωB97M-V/def2-TZVPD.

Output
* charge: +1
* total energy: -4739.69010 Ha
* HOMO level: -10.663 eV

Geometry as XYZ:
```
116
C34H73BrN2O5P ωB97M-V/def2-TZVPD
C 0.167 2.172 -5.659
C 1.218 1.211 -5.336
C 1.068 -0.272 -5.883
C 1.201 -0.529 -7.407
P 1.587 0.836 -8.693
C 2.928 2.005 -8.044
C 3.553 2.984 -9.162
C 2.348 -0.169 -10.142
C 2.625 0.720 -11.448
N 1.028 -1.832 -7.897
N 0.798 -2.791 -7.017
C 0.641 -2.800 -5.605
Br 0.301 -4.465 -4.628
C 0.790 -1.411 -4.881
C 0.686 -1.215 -3.308
C -0.616 -1.868 -2.623
C -0.070 -2.933 -1.529
C 0.661 -2.175 -0.282
H 0.113 2.722 -6.655
H -0.682 2.402 -4.914
H 2.076 1.570 -4.673
H 2.549 2.688 -7.198
H 3.769 1.357 -7.589
H 2.859 3.095 -10.066
H 4.552 2.550 -9.504
H 3.738 3.996 -8.677
H 1.621 -1.018 -10.425
H 3.313 -0.679 -9.781
H 2.679 -0.014 -12.334
H 1.891 1.571 -11.616
H 3.699 1.130 -11.351
H 0.711 -3.738 -7.440
H 0.716 -0.110 -2.991
H 1.647 -1.673 -2.861
H -1.309 -2.381 -3.381
H -1.158 -1.054 -2.036
H -0.893 -3.634 -1.154
H 0.744 -3.621 -1.965
H 1.793 -2.277 -0.445
H 0.416 -2.770 0.658
H 0.387 -1.073 -0.212
C -1.063 7.553 -5.926
C 0.084 6.907 -6.684
O -0.265 5.675 -7.303
C -1.308 5.726 -8.269
C -1.002 6.639 -9.444
H -1.447 6.872 -5.160
H -0.730 8.475 -5.444
H -1.897 7.805 -6.584
H 0.889 6.685 -5.980
H 0.504 7.596 -7.424
H -2.253 6.003 -7.791
H -1.438 4.705 -8.640
H -0.869 7.676 -9.132
H -1.817 6.609 -10.170
H -0.080 6.326 -9.941
C -1.896 -2.429 4.393
C -0.538 -1.882 3.989
O -0.606 -0.860 3.003
C -1.337 0.308 3.355
C -0.784 1.026 4.574
H -2.427 -2.819 3.519
H -1.781 -3.233 5.124
H -2.528 -1.660 4.841
H 0.053 -2.693 3.555
H 0.019 -1.529 4.863
H -2.397 0.065 3.488
H -1.282 0.981 2.494
H -0.822 0.401 5.469
H -1.359 1.933 4.774
H 0.262 1.303 4.413
C -0.017 -3.163 9.576
C -1.468 -3.012 9.150
O -1.781 -3.701 7.945
C -1.589 -5.109 7.954
C -2.422 -5.828 9.002
H 0.652 -2.810 8.785
H 0.175 -2.587 10.484
H 0.242 -4.204 9.781
H -1.671 -1.955 8.966
H -2.147 -3.321 9.950
H -0.525 -5.344 8.067
H -1.881 -5.469 6.963
H -2.167 -5.512 10.015
H -2.263 -6.907 8.937
H -3.485 -5.622 8.852
C 6.422 -0.844 1.828
C 5.568 -1.420 2.944
O 4.818 -0.441 3.650
C 3.890 0.314 2.884
C 2.824 -0.535 2.213
H 7.112 -0.092 2.224
H 7.002 -1.635 1.345
H 5.817 -0.358 1.060
H 6.222 -1.898 3.677
H 4.904 -2.205 2.567
H 4.420 0.933 2.152
H 3.405 1.007 3.578
H 3.253 -1.243 1.501
H 2.118 0.100 1.672
H 2.272 -1.114 2.958
C -5.777 0.492 10.078
C -4.628 0.871 9.159
O -3.823 -0.234 8.770
C -4.482 -1.274 8.057
C -5.109 -0.813 6.753
H -5.400 -0.003 10.979
H -6.338 1.381 10.374
H -6.474 -0.197 9.597
H -3.969 1.563 9.688
H -4.991 1.405 8.276
H -5.222 -1.762 8.700
H -3.722 -2.029 7.836
H -5.883 -0.060 6.914
H -5.565 -1.657 6.232
H -4.351 -0.367 6.102
```